a:
This record from the OMol25 dataset describes a molecular structure, C25H27N5O2. The level of theory is the ωB97M-V functional and the def2-TZVPD basis.

Values from the calculation:
Frontier orbital gap: 7.74 eV
Lowest unoccupied orbital energy: -0.226 eV
Total charge: 0

Each line ends with the Mulliken charge.
CARTESIAN COORDINATES (ANGSTROEM)
C: -1.4565 2.6198 1.2538  -0.809
N: -1.4085 1.2390 1.6027  0.020
C: -0.4113 0.4286 1.5223  0.457
O: -0.7082 -0.8539 1.8868  -0.772
C: 0.8004 0.5562 0.9250  0.640
C: 1.8997 -0.0157 1.4571  0.430
N: 2.8511 0.6067 0.8995  0.079
C: 4.2648 0.5833 0.5692  0.186
C: 4.9888 1.3848 -0.2036  -0.404
C: 4.4784 2.3202 -0.9048  -0.325
C: 3.0322 2.7649 -0.8203  -1.348
C: 2.2157 1.8430 -0.1038  0.196
N: 1.0465 1.5738 0.1096  0.024
H: 2.6045 3.4028 -1.3844  0.652
H: 5.0479 2.9583 -1.6638  0.274
H: 6.0393 1.1858 -0.0153  0.366
H: 4.7456 -0.3725 1.3664  -0.054
C: 2.1516 -1.1602 2.3839  -1.364
N: 2.9921 -2.1376 1.6513  -0.371
H: 3.8631 -2.0735 1.8905  0.276
C: 2.4963 -2.5754 0.2519  -0.693
C: 0.9491 -2.8334 0.3322  1.746
C: 0.7501 -3.0703 -1.2432  -1.012
H: -0.3763 -3.3303 -1.2683  0.223
O: 1.1934 -1.9616 -2.3812  -0.508
C: 0.6248 -0.9192 -2.1515  -0.079
C: 1.2059 -0.0690 -2.7889  -0.134
N: 0.7261 1.4841 -2.9455  -0.664
C: -0.5909 1.5179 -2.2941  -0.780
C: -1.2180 0.5438 -1.6850  0.374
C: -0.7073 -0.5761 -1.6589  0.694
H: -1.3126 -1.4717 -1.2154  -0.442
H: -2.2026 0.8417 -1.3453  0.158
H: -0.9077 2.4330 -2.5517  0.650
H: 2.1422 -0.1151 -3.2120  0.524
H: 1.3597 -3.8503 -1.6194  0.610
H: 0.4718 -2.1120 0.3828  -1.609
H: 0.8355 -3.8052 1.0180  0.280
H: 3.1377 -3.3883 0.0749  0.483
H: 2.6668 -1.6236 -0.2631  0.345
H: 1.2883 -1.5271 2.8003  0.435
H: 2.6217 -0.7204 3.4226  0.368
C: -2.9555 0.7669 2.1432  -1.056
C: -3.8053 0.2368 1.0111  0.399
C: -3.7556 -0.8506 0.4044  0.462
C: -4.2626 -1.3683 -0.6171  -0.263
C: -5.2200 -0.5207 -1.1469  -0.490
C: -5.2892 0.7241 -0.6445  -0.226
C: -4.6243 1.3560 0.2955  -0.567
H: -4.8867 2.3306 0.8455  0.360
H: -6.0873 1.6168 -1.1797  0.069
H: -5.8759 -0.6731 -2.0874  0.247
H: -4.1432 -2.2467 -1.0932  0.665
H: -2.8887 -1.6814 1.0358  -0.182
H: -2.5602 -0.1010 2.9020  0.250
H: -3.2594 1.7346 2.8803  0.417
H: -0.5721 2.7579 0.6303  0.254
H: -1.7354 3.2932 2.0779  0.389
H: -2.2702 2.8994 0.4612  0.148


b:
This record from the OMol25 dataset describes C25H27N5O2 in the gas phase. The level of theory is the ωB97M-V functional and the def2-TZVPD basis.

Values from the calculation:
SMILES: Cc1nn(CC(=O)N[C@H](C)CCc2ccccc2)c(=O)c2nn(-c3ccccc3)c(C)c12
Frontier orbital gap: 8.66 eV
Lowest unoccupied orbital energy: 0.233 eV
Total charge: 0

Each line ends with the Mulliken charge.
CARTESIAN COORDINATES (ANGSTROEM)
C: -0.1182 4.0045 1.8794  -1.428
C: 0.3858 2.5994 1.8804  0.444
N: 1.6482 2.4254 2.0800  -1.097
N: 2.2042 1.2071 2.0922  0.924
C: 1.5493 0.0021 1.9456  0.359
O: 2.1696 -1.0552 1.9307  -0.743
C: 0.1288 0.1738 1.7416  -0.204
N: -0.7683 -0.7660 1.4960  -0.982
N: -1.9022 -0.1238 1.2366  0.908
C: -1.7905 1.2259 1.3333  0.499
C: -0.4594 1.4676 1.6626  1.152
C: -2.9296 2.1652 1.1815  -2.125
H: -2.8351 2.9763 1.9000  0.460
H: -3.8744 1.6525 1.3502  0.480
H: -2.9456 2.6040 0.1830  0.319
C: -3.0190 -0.8928 0.8625  0.057
C: -3.8313 -0.5133 -0.1981  0.042
C: -4.8986 -1.3166 -0.5576  -0.885
C: -5.1481 -2.4957 0.1238  -0.499
C: -4.3187 -2.8829 1.1639  -0.711
C: -3.2530 -2.0859 1.5355  -0.204
H: -2.5862 -2.3743 2.3323  0.483
H: -4.5019 -3.8097 1.6860  0.415
H: -5.9812 -3.1190 -0.1642  0.411
H: -5.5298 -1.0243 -1.3831  0.380
H: -3.6129 0.3809 -0.7596  0.426
C: 3.6545 1.2168 2.1788  -0.940
H: 3.9567 2.1193 2.7093  0.359
H: 3.9756 0.3207 2.7150  0.389
C: 4.2837 1.2433 0.7662  0.620
O: 5.0175 2.1397 0.4145  -0.654
N: 3.8871 0.1909 0.0330  0.006
H: 3.3997 -0.5489 0.5292  0.295
C: 4.0708 -0.0573 -1.3892  0.310
C: 4.2302 1.2333 -2.1849  -1.671
H: 3.3951 1.9033 -1.9998  0.365
H: 4.2746 1.0015 -3.2462  0.424
H: 5.1408 1.7465 -1.8927  0.448
C: 2.8650 -0.8838 -1.8661  -1.073
H: 2.8291 -1.8075 -1.2849  0.469
C: 1.5326 -0.1394 -1.7072  0.125
C: 0.3433 -1.0574 -1.7835  0.538
C: 0.1748 -2.0766 -0.8520  -0.031
C: -0.9288 -2.9078 -0.9113  -0.769
C: -1.8848 -2.7316 -1.8968  -0.374
C: -1.7296 -1.7172 -2.8246  -0.789
C: -0.6217 -0.8889 -2.7676  -0.454
H: -0.5072 -0.0986 -3.4974  0.390
H: -2.4720 -1.5698 -3.5962  0.411
H: -2.7496 -3.3779 -1.9380  0.454
H: -1.0467 -3.6907 -0.1777  0.384
H: 0.8969 -2.2115 -0.0615  0.101
H: 1.4468 0.6310 -2.4751  0.487
H: 1.5245 0.3577 -0.7328  -0.378
H: 3.0083 -1.1579 -2.9126  0.354
H: 4.9777 -0.6670 -1.5271  0.290
H: -0.8023 4.1615 2.7124  0.286
H: 0.7236 4.6827 1.9793  0.403
H: -0.6484 4.2163 0.9530  0.345


Of them, b has the highest stability.


a:
This record from the OMol25 dataset describes 2 unconnected molecules or ions with the total composition C2H2N2P2. The level of theory is the ωB97M-V functional and the def2-TZVPD basis.

Values from the calculation:
Frontier orbital gap (spin up / spin down): 6.99 / 7.55 eV
Lowest unoccupied orbital energy (spin up / spin down): -2.693 / -2.359 eV
Total charge: 0

Each line ends with the Mulliken charge.
CARTESIAN COORDINATES (ANGSTROEM)
C: -2.2079 -0.9049 -0.1817  0.302
C: 2.7032 -1.4955 -0.6918  0.154
N: -2.4108 -1.8331 -0.8192  -0.334
N: 3.8143 -1.3581 -0.7483  -0.275
P: 0.9360 -1.2790 -0.6842  0.041
P: -1.6426 0.4589 0.7192  -0.028
H: 0.8020 -2.4286 -0.0785  0.066
H: -2.3369 -0.1152 1.8104  0.075


b:
This record from the OMol25 dataset describes a molecular structure, C2H2N2P2. The level of theory is the ωB97M-V functional and the def2-TZVPD basis.

Values from the calculation:
Frontier orbital gap: 8.97 eV
Lowest unoccupied orbital energy: -1.670 eV
Total charge: 0

Each line ends with the Mulliken charge.
CARTESIAN COORDINATES (ANGSTROEM)
C: 1.1426 0.8045 0.7281  0.341
C: -1.7003 0.8860 0.8414  0.027
N: 1.8849 0.9436 1.5905  -0.286
N: -2.5535 0.9651 1.5897  -0.331
P: 0.0891 -1.4441 -0.7904  -0.084
P: 0.0509 0.7029 -0.6530  0.125
H: -0.3494 -1.4303 -2.1207  0.097
H: 1.4357 -1.4277 -1.1856  0.112


Of them, b has the highest stability.